# C84H192ClN9O6

10 unconnected molecules or ions with the total composition C84H192ClN9O6 (ωB97M-V/def2-TZVPD, the OMol25 dataset).

```
292
Properties=species:S:1:pos:R:3:forces:R:3:lowdin_charge:R:1
C 5.59772 -1.97988 -6.14198 -0.88 0.22 0.11 -0.084
C 6.33799 -1.37520 -4.93662 1.57 0.47 -1.06 -0.257
C 5.89214 0.01330 -4.40216 0.74 -0.79 1.44 -0.152
C 6.88138 0.41109 -3.18919 -2.09 0.99 -0.21 -0.061
N 6.54422 1.79028 -2.47505 0.89 0.73 -0.60 -0.168
C 5.18777 1.87751 -1.63464 2.58 0.00 -1.12 -0.086
C 5.44365 3.01808 -0.61526 -0.36 -0.61 -0.48 -0.131
C 6.99266 2.98965 -0.31664 -1.69 -0.02 0.06 -0.107
C 7.57788 1.95123 -1.28645 -1.00 1.03 -0.16 -0.069
C 6.64998 3.01143 -3.51151 0.41 -1.01 1.30 -0.080
C 7.95237 3.03883 -4.32679 0.14 0.07 0.30 -0.222
C 8.27819 4.47854 -4.79542 -1.02 -0.77 -0.62 -0.052
H 4.58084 -1.58760 -6.12968 -0.19 0.08 -0.44 0.058
H 5.47248 -3.06176 -6.18621 0.28 -0.08 0.64 0.076
H 6.08234 -1.76572 -7.09454 -0.14 0.45 0.12 0.090
H 7.29817 -1.09780 -5.37160 0.52 -0.40 0.23 0.109
H 6.58239 -2.12426 -4.18345 -0.39 0.18 0.40 0.090
H 4.84935 -0.05357 -4.09197 -0.15 0.29 0.35 0.086
H 5.96307 0.72966 -5.22063 0.06 0.10 0.13 0.111
H 7.91338 0.43430 -3.53925 -0.10 0.39 0.01 0.130
H 6.85340 -0.25342 -2.32563 -0.23 -0.55 -0.34 0.098
H 4.32092 1.99519 -2.28489 0.22 -0.06 -0.13 0.105
H 5.28509 0.86865 -1.23361 -0.86 0.02 0.62 0.103
H 5.02036 3.97331 -0.92585 0.47 0.10 -0.53 0.108
H 4.77733 2.81251 0.22251 0.45 -0.22 0.55 0.092
H 7.48503 3.95567 -0.42833 -0.32 0.01 -0.08 0.128
H 7.07402 2.71523 0.73511 0.53 -0.20 -0.17 0.121
H 8.52250 2.39217 -1.60480 0.06 -0.93 -0.50 0.137
H 7.62679 0.98301 -0.78820 0.39 -0.04 -0.41 0.124
H 6.54977 3.85763 -2.83181 0.12 0.23 -0.27 0.116
H 5.76765 2.96029 -4.14945 -0.04 -0.15 0.10 0.122
H 7.84902 2.39791 -5.20236 -0.02 -0.08 0.00 0.109
H 8.79036 2.62560 -3.76544 -0.04 0.05 0.28 0.105
H 9.31684 4.62677 -5.09097 -0.06 0.00 0.48 0.099
H 7.88388 5.20402 -4.08386 0.53 0.19 -0.01 0.079
H 7.70564 4.57967 -5.71740 -0.02 0.52 -0.06 0.082
C -4.68438 1.88833 7.36502 0.20 -0.36 0.33 -0.062
C -4.41407 0.40317 7.77013 -0.37 0.32 -1.11 -0.191
C -4.15609 -0.43945 6.52901 0.39 -0.45 -2.13 -0.237
C -3.67886 -1.85594 6.74308 -0.19 -0.76 -0.33 -0.061
N -4.00702 -2.96439 5.58148 -0.13 0.07 -0.46 -0.131
C -3.39263 -4.23594 6.12087 -0.56 -1.10 -0.09 -0.105
C -1.93730 -4.30834 5.60916 0.20 -0.46 1.18 -0.126
C -1.81638 -3.35959 4.42222 -0.96 1.47 0.88 -0.145
C -3.23303 -2.80273 4.23812 -0.90 0.26 0.69 -0.111
C -5.55041 -3.12663 5.28489 -0.64 -0.36 2.21 -0.081
C -6.34143 -3.10428 6.62779 0.41 1.77 -0.56 -0.221
C -7.82597 -3.48362 6.51001 0.13 -0.24 0.28 -0.055
H -5.40304 1.93961 6.54710 -0.24 -0.19 0.06 0.073
H -3.81489 2.43807 7.00463 0.41 -0.29 0.06 0.038
H -5.07414 2.49338 8.18361 -0.07 -0.26 0.09 0.095
H -5.31283 0.00307 8.23942 0.15 0.05 0.39 0.127
H -3.53835 0.23613 8.39728 -0.24 0.44 0.48 0.086
H -3.34440 -0.03871 5.92183 0.20 0.87 -0.04 0.094
H -4.95539 -0.48363 5.78924 -0.68 0.32 0.40 0.098
H -4.07690 -2.23438 7.68459 -0.08 -0.48 -0.34 0.128
H -2.59361 -1.81380 6.83551 0.05 -0.64 -0.12 0.129
H -3.90522 -5.13808 5.78695 -0.50 0.37 -0.59 0.138
H -3.61788 -4.26586 7.18692 0.84 0.13 0.07 0.135
H -1.60782 -5.31268 5.34302 -0.56 -0.14 0.00 0.125
H -1.30447 -4.08711 6.46863 0.38 0.49 -0.34 0.121
H -1.46024 -3.78217 3.48270 0.18 -0.03 0.35 0.101
H -1.26509 -2.47151 4.73124 0.79 -0.25 -0.30 0.108
H -3.76408 -3.38515 3.48521 -0.37 0.00 0.22 0.122
H -3.29641 -1.74838 3.96898 0.07 -0.15 0.04 0.081
H -5.84379 -4.11555 4.93267 1.19 -0.19 -0.68 0.126
H -5.97565 -2.38771 4.60572 0.71 0.27 -0.06 0.121
H -6.32592 -2.06658 6.96101 -0.07 0.21 0.18 0.093
H -5.74426 -3.58923 7.40000 -0.49 -0.77 -0.08 0.109
H -8.13183 -3.85292 7.48887 -0.21 -0.21 -0.21 0.097
H -8.06106 -4.21637 5.73806 0.26 -0.34 0.18 0.082
H -8.48704 -2.64522 6.29055 0.34 0.26 0.02 0.088
C -6.53563 6.21470 1.03867 0.09 0.45 1.36 -0.084
C -5.16761 5.91777 0.54794 1.16 -0.42 -1.54 -0.285
C -4.50932 4.57545 0.95242 -0.94 0.92 1.61 -0.145
C -4.17960 4.61872 2.49586 0.20 -0.88 -2.27 -0.059
N -3.23534 3.46802 2.94400 -0.45 -0.47 0.87 -0.189
C -1.83884 3.56839 2.42706 0.60 0.58 0.46 -0.120
C -1.06699 4.53735 3.35219 0.91 -0.01 -0.44 -0.132
C -1.93563 4.79267 4.54940 -2.14 0.32 -0.15 -0.128
C -3.07118 3.73378 4.46368 1.12 -0.12 -0.82 -0.072
C -3.68879 2.00571 2.59924 -0.78 1.02 0.26 -0.090
C -5.21309 1.75914 2.73181 0.21 0.48 -0.40 -0.188
C -5.57369 0.27939 2.82787 0.33 -0.23 0.09 -0.079
H -6.33932 6.32523 2.10513 -1.15 0.32 0.38 0.078
H -7.32925 5.48954 0.85861 0.28 -0.20 -0.10 0.094
H -6.84320 7.16993 0.61317 -0.16 -0.02 0.30 0.103
H -4.46155 6.69067 0.85161 -0.15 0.38 0.00 0.117
H -5.23597 5.99251 -0.53735 0.55 -0.34 -0.26 0.106
H -3.59711 4.46857 0.36543 -0.17 -0.48 -0.10 0.092
H -5.30645 3.84180 0.83224 0.60 -0.53 -0.56 0.099
H -5.10035 4.50249 3.06752 0.23 0.14 0.06 0.129
H -3.68545 5.56783 2.70348 0.07 -0.20 0.33 0.141
H -1.28226 2.65225 2.62456 -0.79 -0.67 -0.36 0.106
H -1.89884 3.73197 1.35108 0.31 0.37 0.17 0.116
H -0.18827 4.02323 3.74160 0.31 -0.01 -0.51 0.100
H -0.72250 5.45092 2.86760 -0.06 -0.07 0.00 0.126
H -1.46640 4.67798 5.52652 0.12 0.39 -0.21 0.122
H -2.36817 5.78353 4.41086 0.04 0.07 0.71 0.125
H -2.62380 2.82816 4.87333 -0.64 -0.29 0.20 0.113
H -4.03036 4.03329 4.88602 0.22 -0.32 0.12 0.139
H -3.09338 1.39133 3.27461 -0.26 -0.01 0.37 0.104
H -3.28948 1.75500 1.61649 -0.28 0.42 -0.23 0.109
H -5.78430 2.16222 1.89554 0.42 0.06 -0.31 0.106
H -5.58020 2.39640 3.53631 -0.04 -0.57 0.60 0.114
H -6.61962 0.09098 3.07003 0.08 0.27 0.33 0.101
H -4.90750 -0.22121 3.53050 -0.22 -0.08 0.37 0.033
H -5.43081 -0.26076 1.89196 0.13 0.32 -0.31 0.069
C -5.07195 -1.00683 -3.31823 0.75 0.11 -1.33 -0.097
C -4.98934 -2.01336 -2.23282 -0.91 -0.66 0.70 -0.264
C -4.42938 -3.38128 -2.62767 0.12 0.06 0.93 -0.161
C -4.58093 -4.29074 -1.41309 1.17 -0.48 0.43 -0.122
N -4.00457 -5.68073 -1.55287 -0.56 -1.83 -0.61 -0.174
C -2.48333 -5.75670 -1.84840 -0.83 0.70 0.19 -0.083
C -2.25855 -5.74814 -3.38161 -0.84 -0.29 1.53 -0.113
C -3.66116 -6.06441 -3.94819 0.93 0.32 -0.57 -0.150
C -4.56593 -6.40013 -2.81691 0.49 -0.76 1.10 -0.076
C -4.39010 -6.49582 -0.22306 0.32 0.96 -1.18 -0.061
C -3.50062 -6.07243 0.93272 -1.25 1.43 0.27 -0.240
C -4.06672 -6.57537 2.27810 1.47 -0.92 -0.42 -0.059
H -5.72153 -0.14822 -3.14818 -0.16 -0.30 0.10 0.096
H -5.33134 -1.53547 -4.23548 -0.39 0.40 -0.23 0.094
H -4.06572 -0.62281 -3.48596 0.12 0.19 -0.12 0.044
H -5.99607 -2.26937 -1.90259 -0.18 0.44 0.39 0.126
H -4.43775 -1.54447 -1.41797 0.03 -0.43 0.48 0.101
H -3.36262 -3.29955 -2.83609 0.06 -0.09 -0.49 0.107
H -4.99025 -3.80831 -3.45904 0.13 0.36 -0.12 0.121
H -5.59992 -4.41545 -1.04677 -0.09 0.10 -0.38 0.147
H -3.98858 -3.90000 -0.58572 -0.20 0.46 0.06 0.099
H -2.10990 -6.70487 -1.46159 -0.26 0.18 0.32 0.137
H -2.05500 -4.91099 -1.31043 0.28 -0.14 0.02 0.111
H -1.57830 -6.59061 -3.50650 0.24 0.50 -0.77 0.126
H -1.89129 -4.77465 -3.70646 0.27 -0.36 -0.23 0.090
H -3.57507 -6.96056 -4.56268 -0.36 0.46 -0.54 0.143
H -4.06010 -5.18217 -4.44878 0.26 -0.52 -0.61 0.103
H -4.40712 -7.44777 -2.56133 -0.53 -0.07 -0.07 0.140
H -5.59776 -6.19739 -3.10383 -0.12 0.08 0.84 0.157
H -4.40094 -7.57590 -0.36936 0.47 0.06 -0.56 0.147
H -5.43993 -6.22589 -0.10861 0.09 0.04 0.45 0.135
H -3.55092 -4.98520 0.99188 -0.27 0.40 -0.04 0.068
H -2.43172 -6.18402 0.75077 -0.09 -1.03 0.25 0.110
H -5.14399 -6.48654 2.41844 0.13 0.27 -0.21 0.094
H -3.49920 -6.09886 3.07744 -0.27 0.14 0.20 0.055
H -3.79800 -7.62923 2.35075 -0.32 -0.16 0.22 0.094
C -2.62275 -1.16164 1.47920 0.16 -1.08 -0.39 -0.083
C -1.64113 -2.26062 0.93416 -0.90 0.32 -0.58 -0.216
C -0.21471 -1.77714 0.89707 0.80 0.20 -0.12 -0.192
C -0.01814 -0.60691 -0.07652 0.87 0.36 1.52 -0.070
N 1.41617 0.02562 0.10740 0.16 -0.42 -0.85 -0.136
C 1.49471 1.26363 -0.80572 1.22 0.98 1.02 -0.076
C 1.22371 2.48068 0.12033 0.03 0.19 -0.84 -0.171
C 1.74621 2.11712 1.46583 -0.86 -2.17 1.42 -0.146
C 1.51481 0.58867 1.53684 0.54 -0.25 0.35 -0.098
C 2.63875 -0.98162 -0.12933 -1.20 0.04 0.17 -0.093
C 2.62583 -1.68564 -1.46915 -0.26 -0.73 0.58 -0.223
C 3.87542 -2.60127 -1.64691 -0.49 0.07 -0.85 -0.058
H -2.83043 -0.32566 0.81128 0.29 -0.11 -0.22 0.066
H -2.25880 -0.76037 2.42505 0.20 0.05 0.00 0.063
H -3.59494 -1.60673 1.69096 0.03 -0.02 -0.06 0.059
H -1.87588 -2.61104 -0.07093 -0.52 0.49 -0.40 0.092
H -1.78469 -3.20488 1.45940 0.38 0.24 0.59 0.085
H 0.51569 -2.50318 0.54004 -0.34 -0.64 0.20 0.114
H 0.07190 -1.54284 1.92228 0.18 0.24 -0.05 0.109
H -0.64165 0.24985 0.17902 -0.20 -0.06 -0.14 0.121
H -0.24690 -0.93628 -1.09007 0.58 0.23 -0.15 0.132
H 2.54209 1.33909 -1.09795 0.06 -0.17 -0.03 0.097
H 0.92936 1.25557 -1.73761 -0.41 -0.61 0.37 0.127
H 1.73051 3.39432 -0.19035 -0.18 0.23 -0.42 0.053
H 0.16012 2.70034 0.21324 -0.08 0.01 -0.24 0.104
H 2.77571 2.30897 1.76816 -0.10 0.54 -0.58 0.116
H 1.06569 2.43475 2.25583 0.45 0.88 -0.01 0.094
H 2.30877 0.11359 2.11306 0.30 -0.27 -0.56 0.127
H 0.64399 0.29612 2.12350 -0.36 0.31 -0.57 0.109
H 2.51205 -1.66753 0.70827 0.23 -0.15 -0.16 0.123
H 3.62119 -0.51769 -0.04174 -0.40 0.88 0.46 0.126
H 2.50016 -0.95024 -2.26382 0.40 -0.04 -0.21 0.102
H 1.72793 -2.30274 -1.50183 -0.07 -0.19 -0.19 0.093
H 3.72887 -3.22073 -2.53172 -0.10 0.27 -0.34 0.081
H 4.04719 -3.37901 -0.90279 -0.19 0.53 0.64 0.078
H 4.79235 -2.04007 -1.82689 0.02 0.07 0.26 0.063
C 0.23198 -2.38317 -4.31576 0.09 -0.12 -0.28 -0.113
C -0.10195 -2.46211 -5.82684 0.54 0.20 0.45 -0.201
C -1.13947 -1.43213 -6.29743 -1.02 0.45 -2.12 -0.180
C -0.84579 0.07101 -6.25587 0.38 1.11 0.54 -0.103
N -1.99458 1.06925 -6.63751 -0.46 -0.93 1.65 -0.162
C -1.61022 2.54302 -6.37919 -0.29 0.89 0.37 -0.053
C -2.46358 3.12549 -5.18398 1.40 -0.83 -0.75 -0.158
C -3.66815 2.25683 -5.18453 -0.46 -0.82 -1.39 -0.148
C -3.15015 0.84388 -5.61611 0.07 1.66 0.20 -0.090
C -2.52933 0.78721 -8.07714 -0.39 0.34 0.88 -0.114
C -1.56763 1.13501 -9.17558 0.07 -0.29 -0.21 -0.234
C -2.27414 1.35628 -10.51932 0.16 0.01 0.07 -0.055
H 0.79848 -3.18497 -3.84216 0.10 -0.60 -0.77 0.065
H -0.68973 -2.38643 -3.73393 -0.15 0.64 0.15 0.052
H 0.89611 -1.53681 -4.14057 -0.49 0.54 0.26 0.051
H -0.41372 -3.46594 -6.11533 -0.42 0.10 0.12 0.118
H 0.80378 -2.33392 -6.41955 0.17 0.19 0.10 0.116
H -2.16795 -1.64500 -6.00585 0.06 -0.03 0.82 0.114
H -1.25440 -1.53540 -7.37642 0.21 -0.84 -0.25 0.110
H -0.05362 0.37551 -6.93986 0.19 -0.38 0.01 0.133
H -0.52589 0.32815 -5.24609 -0.10 0.53 0.09 0.111
H -1.87268 3.14826 -7.24689 0.20 -0.40 -0.24 0.137
H -0.54824 2.65505 -6.16068 0.01 -0.34 -0.38 0.121
H -2.68997 4.18593 -5.29500 0.15 -0.04 -0.24 0.135
H -1.92356 3.00489 -4.24487 0.17 -0.07 0.04 0.082
H -4.32893 2.54533 -6.00199 -0.42 0.44 0.40 0.132
H -4.14875 2.32084 -4.20830 -0.41 -0.54 -0.29 0.124
H -3.91964 0.29415 -6.15813 0.16 -0.51 0.74 0.135
H -2.71246 0.47557 -4.68828 -0.05 -1.01 -0.52 0.103
H -3.48603 1.30953 -8.07340 0.07 0.31 -0.37 0.143
H -2.76199 -0.27411 -8.16405 -0.09 0.00 0.46 0.133
H -0.91361 0.26720 -9.26093 0.49 0.23 -0.06 0.115
H -1.00910 2.03557 -8.92036 0.28 -0.11 -0.10 0.110
H -1.58531 1.20550 -11.35050 0.15 0.35 0.14 0.095
H -2.64299 2.38195 -10.51300 -0.27 -0.17 -0.41 0.092
H -3.06651 0.63682 -10.72579 -0.23 0.12 0.31 0.092
C 7.08775 -2.60001 1.32739 1.35 -0.78 0.30 -0.068
O 7.34114 -2.92444 -0.09051 -0.71 0.92 0.70 -0.231
C 8.66290 -3.37116 -0.44256 -0.84 -1.24 0.98 -0.186
C 8.68453 -4.23160 -1.68952 0.22 -0.67 0.59 -0.053
N 7.98676 -5.58991 -1.54397 -1.35 0.01 0.44 0.094
H 7.81965 -6.02447 -2.44026 -0.42 0.42 -0.94 0.175
H 8.56960 -6.33370 -1.18737 1.06 -0.10 1.13 0.158
C 6.69109 -5.75958 -0.71664 0.12 0.94 0.06 -0.061
C 6.43352 -7.25057 -0.57950 0.30 0.14 -0.84 -0.230
O 7.59512 -7.72863 -0.00923 1.51 0.05 0.27 -0.201
C 7.64782 -9.15052 0.07552 -0.89 -0.81 -0.11 -0.034
H 7.31945 -3.41828 2.00919 0.50 -0.66 -0.41 0.088
H 6.06459 -2.42701 1.66103 -0.42 0.33 -1.37 0.071
H 7.70760 -1.80213 1.73637 0.08 0.36 -0.59 0.091
H 8.98215 -4.05916 0.34028 0.42 0.28 0.44 0.137
H 9.42490 -2.60724 -0.59706 -0.25 0.38 0.26 0.143
H 9.72283 -4.56051 -1.73264 0.17 0.46 -0.63 0.151
H 8.38123 -3.69136 -2.58631 -0.19 -0.47 -0.04 0.130
H 5.95235 -5.14471 -1.23076 -0.24 -0.40 0.01 0.120
H 6.84210 -5.31186 0.26563 0.32 -0.05 -0.18 0.121
H 6.32792 -7.63427 -1.59425 -0.27 -0.45 -0.32 0.132
H 5.56606 -7.58078 -0.00803 -0.35 0.58 0.08 0.144
H 6.87035 -9.45998 0.77401 0.12 -0.21 0.22 0.100
H 8.61010 -9.56380 0.37770 0.02 0.69 0.10 0.114
H 7.38485 -9.58871 -0.88725 0.11 -0.01 -0.21 0.099
C -1.34433 1.15149 10.47244 -0.18 -0.17 0.82 -0.075
O -1.31158 2.25568 9.58289 0.91 -0.03 -1.24 -0.160
C -0.90545 1.91283 8.24599 -0.30 0.10 1.29 -0.197
C 0.54421 1.40159 8.12522 -0.54 1.35 1.46 -0.045
N 1.49541 2.56277 8.60335 0.81 -1.04 -2.33 0.100
H 1.41904 3.43584 8.10133 -1.06 0.22 -0.79 0.164
H 1.43187 2.89316 9.55567 -0.63 -0.67 0.88 0.186
C 2.95680 2.24717 8.32855 0.26 -0.61 -0.65 -0.042
C 3.23624 1.72784 6.88039 -0.33 -0.72 2.00 -0.234
O 2.74108 2.70598 6.04988 0.00 0.18 -1.60 -0.162
C 2.98838 2.43733 4.67383 0.07 1.64 -0.53 -0.088
H -0.37684 0.68527 10.65871 0.22 -0.14 -0.44 0.087
H -2.08503 0.41037 10.17208 0.05 -0.15 -0.18 0.084
H -1.62514 1.48964 11.46989 -0.25 0.41 -0.25 0.116
H -1.02842 2.80712 7.63507 0.20 0.31 0.17 0.119
H -1.64126 1.22877 7.82320 0.22 -0.66 -0.08 0.097
H 0.72514 1.04978 7.10954 0.48 0.74 0.03 0.115
H 0.80090 0.57713 8.79041 -0.26 0.06 0.09 0.131
H 3.24800 1.54745 9.11194 0.50 0.22 -0.18 0.150
H 3.43593 3.22598 8.35017 0.41 -0.25 0.60 0.151
H 2.77765 0.76472 6.65631 -0.43 -0.28 0.19 0.111
H 4.29549 1.48802 6.78778 0.37 0.65 0.03 0.145
H 2.57882 3.27745 4.11297 -0.62 -0.05 0.14 0.089
H 2.58214 1.50564 4.28010 -0.18 -0.32 0.42 0.074
H 4.02563 2.54951 4.35819 0.50 -0.54 0.67 0.106
C 2.04360 7.14516 -6.11073 0.59 -1.08 0.71 -0.013
O 2.16125 6.67709 -4.71953 0.01 -0.30 0.03 -0.221
C 2.61288 5.31510 -4.50621 -1.04 1.95 0.09 -0.179
C 2.45660 5.13054 -2.99569 -1.42 0.27 -0.24 -0.087
N 1.02769 5.53405 -2.56945 1.37 -0.82 -1.07 0.050
H 1.14482 5.70262 -1.58053 -0.04 0.66 1.90 -0.050
H 0.86446 6.40557 -3.05310 -0.42 0.74 -0.30 0.154
C -0.05027 4.55776 -2.85272 1.09 -0.77 -0.85 -0.140
C -1.35151 5.08983 -2.43942 -0.11 1.45 -0.46 -0.256
O -1.47140 6.24047 -3.24933 -1.10 -0.17 0.11 -0.174
C -2.75252 6.83421 -2.96822 1.14 1.16 1.20 -0.043
H 2.00125 8.23429 -6.12040 -0.01 -0.24 0.23 0.109
H 1.16337 6.70238 -6.57682 -0.14 0.11 0.05 0.085
H 2.92720 6.78398 -6.63694 0.04 0.29 -0.21 0.092
H 3.66776 5.24626 -4.77190 -0.02 -0.42 -0.27 0.129
H 1.93186 4.67916 -5.07181 0.39 -0.54 -0.23 0.111
H 3.12066 5.82991 -2.48775 -0.09 -0.20 0.26 0.125
H 2.51264 4.11456 -2.60487 0.67 -0.09 -0.24 0.101
H 0.15506 3.62072 -2.33513 0.35 -0.10 -0.14 0.113
H -0.08262 4.45350 -3.93724 0.21 -0.44 -0.01 0.124
H -1.25684 5.32427 -1.37915 -0.56 0.30 0.39 0.128
H -2.22258 4.47107 -2.65502 0.18 -0.63 0.33 0.114
H -2.73955 7.86267 -3.32905 -0.32 -0.38 -0.65 0.115
H -2.71376 6.97747 -1.88837 -0.65 -0.02 0.31 0.085
H -3.61768 6.22401 -3.22757 0.13 0.02 -0.43 0.095
Cl 1.94702 6.16808 0.41579 -0.39 -1.01 -0.58 -0.388
```
Forces are in eV/Å.

The calculation puts the LUMO energy at -14.143 eV. The frontier orbital gap comes out at 0.23719 Ha. The total charge is +8.